No. 1
{
  "formula": "C9H14NP",
  "method": "the ωB97M-V functional and the def2-TZVPD basis",
  "species": ["C", "C", "C", "P", "C", "C", "C", "C", "C", "C", "N", "H", "H", "H", "H", "H", "H", "H", "H", "H", "H", "H", "H", "H", "H"],
  "positions_angstrom": [[-1.838, 1.769, 1.087], [-1.724, 0.646, 0.021], [-3.044, 0.156, -0.411], [-0.815, -0.795, 0.785], [-0.963, -2.142, -0.539], [1.176, -0.191, 0.432], [2.221, -0.933, 0.931], [3.562, -0.625, 0.534], [3.781, 0.384, -0.421], [2.604, 1.052, -0.848], [1.346, 0.837, -0.444], [-0.883, 1.941, 1.549], [-1.994, 2.839, 0.531], [-2.656, 1.617, 1.884], [-1.215, 1.018, -0.864], [-3.761, 0.053, 0.491], [-2.991, -0.705, -1.136], [-3.396, 0.932, -1.165], [-0.773, -1.824, -1.516], [-2.007, -2.201, -0.301], [-0.434, -3.103, -0.410], [1.964, -1.719, 1.604], [4.296, -1.391, 0.501], [4.780, 0.625, -0.674], [2.764, 1.759, -1.621]],
  "forces_ev_per_a": [[-1.02, 2.23, -1.19], [1.09, -0.13, 1.05], [-2.48, 0.45, -1.57], [3.51, 0.41, -0.30], [0.36, 0.37, 2.04], [-2.41, 0.63, -0.43], [1.23, 0.82, -0.42], [-1.95, -0.18, -1.89], [-2.86, -0.63, 1.99], [0.97, -0.24, 0.52], [0.87, -1.23, 0.26], [0.42, -0.17, 0.55], [-0.15, -2.56, 1.26], [1.28, 0.11, -1.35], [0.50, 0.03, 0.14], [0.89, -0.19, -1.82], [-0.22, 0.38, 1.33], [-0.40, -0.50, 1.31], [0.04, 0.76, -1.55], [-0.79, -1.13, -0.74], [-0.31, 0.62, 0.60], [0.24, -0.65, 0.31], [0.95, -0.48, 1.34], [0.57, 0.28, -0.83], [-0.31, 0.98, -0.61]],
  "smiles": "CC(C)P(C)c1ccccn1",
  "gap_ha": 0.343,
  "molar_mass_g_mol": 167.192,
  "multiplicity": 1,
  "total_energy_ev": -20336.723
}

***

No. 2
{
  "formula": "C9H14NSi",
  "method": "the ωB97M-V functional and the def2-TZVPD basis",
  "species": ["C", "C", "Si", "C", "N", "C", "C", "C", "C", "C", "C", "H", "H", "H", "H", "H", "H", "H", "H", "H", "H", "H", "H", "H", "H"],
  "positions_angstrom": [[-3.319, -1.133, -0.890], [-2.159, -1.623, -0.471], [-1.209, -0.446, 0.653], [-1.612, 1.411, 0.126], [-0.381, 2.190, 0.517], [0.653, -0.268, 0.314], [1.588, -0.553, 1.302], [2.892, -0.698, 0.974], [3.305, -0.487, -0.348], [2.340, -0.363, -1.378], [1.027, -0.177, -1.067], [-4.110, -1.797, -1.415], [-3.608, -0.168, -0.866], [-1.733, -2.735, -0.418], [-1.239, -0.615, 2.153], [-2.426, 1.832, 0.771], [-1.960, 1.417, -0.907], [-0.384, 3.121, 0.103], [-0.399, 2.103, 1.484], [0.394, 1.501, 0.248], [1.461, -0.825, 2.324], [3.644, -0.809, 1.806], [4.292, -0.728, -0.797], [2.653, -0.211, -2.444], [0.290, 0.063, -1.776]],
  "forces_ev_per_a": [[-0.89, -5.31, -1.89], [1.67, -1.09, 1.94], [0.88, 0.66, -0.47], [-1.80, -0.72, 1.91], [-0.58, -1.37, -3.27], [-1.34, -1.40, -0.64], [-0.17, -0.42, -0.45], [3.45, 1.02, -0.36], [-0.19, -1.82, -1.65], [1.33, 1.32, -0.86], [0.36, -0.23, 2.83], [1.46, 1.02, 0.84], [-0.67, 3.26, 0.46], [-1.62, 2.37, -0.63], [-0.42, 0.03, -0.56], [0.45, -0.34, -0.79], [0.73, 0.60, -0.10], [0.46, 0.05, 0.49], [0.25, 0.94, 2.45], [-0.01, 1.23, -0.14], [-1.34, 0.29, 0.70], [-0.77, -0.21, -1.19], [-0.29, 0.59, 1.23], [-0.10, -0.49, 1.18], [-0.84, 0.04, -1.05]],
  "smiles": "C=C[Si@H](C[NH3+])c1ccccc1",
  "gap_ha": 0.364,
  "molar_mass_g_mol": 164.304,
  "multiplicity": 1,
  "total_energy_ev": -18919.111,
  "total_charge": 1
}

***

No. 3
{
  "formula": "C9H14O",
  "method": "the ωB97M-V functional and the def2-TZVPD basis",
  "species": ["C", "C", "C", "C", "C", "C", "C", "O", "H", "H", "H", "H", "H", "H", "H", "H", "C", "C", "H", "H", "H", "H", "H", "H"],
  "positions_angstrom": [[1.164, 0.726, 2.394], [-1.074, 1.591, 1.790], [0.173, 1.092, 1.328], [-2.066, 1.797, 0.808], [-1.957, 1.342, -0.464], [0.327, 0.915, -0.018], [-0.750, 0.952, -0.909], [-3.048, 1.667, -1.188], [-1.157, 1.884, 2.869], [-2.969, 2.231, 1.232], [2.123, 0.692, 1.726], [0.834, -0.098, 3.125], [1.266, 0.656, -0.419], [-3.080, 1.079, -2.087], [-0.506, 0.814, -1.971], [1.363, 1.702, 2.981], [1.152, -1.934, -1.953], [1.224, -2.902, -0.764], [1.925, -1.035, -2.008], [1.330, -2.518, -2.915], [0.133, -1.638, -2.261], [2.210, -3.027, -0.331], [0.590, -3.836, -0.891], [0.793, -2.152, -0.073]],
  "forces_ev_per_a": [[2.02, 2.04, -0.70], [1.73, -0.44, 0.61], [-2.02, 0.31, 1.66], [-1.29, 0.51, 2.65], [-0.91, 1.85, 1.17], [0.78, -0.58, 0.93], [1.07, -0.96, -2.87], [-1.43, -2.12, -4.77], [-0.23, -0.28, -1.15], [-0.38, -0.15, -0.73], [-0.95, -1.08, 1.85], [0.90, 1.00, -1.48], [1.18, -0.54, -0.26], [0.35, 1.87, 3.10], [-0.46, 0.12, 0.32], [-0.40, -1.54, -0.31], [1.54, -0.57, -3.65], [-1.41, 2.04, 0.48], [-1.87, -1.88, 0.58], [0.63, 0.46, 0.76], [0.31, 0.55, 1.23], [0.30, -0.62, -0.50], [0.97, 1.25, 0.29], [-0.45, -1.23, 0.79]],
  "gap_ha": [0.105, 0.266],
  "molar_mass_g_mol": 138.210,
  "multiplicity": 2,
  "total_energy_ev": -11604.123,
  "total_charge": -1
}

***

No. 4
{
  "formula": "C9H14O",
  "method": "the ωB97M-V functional and the def2-TZVPD basis",
  "species": ["C", "C", "C", "C", "C", "O", "C", "C", "H", "H", "H", "H", "H", "H", "H", "H", "C", "C", "H", "H", "H", "H", "H", "H"],
  "positions_angstrom": [[-1.568, -0.817, 3.296], [-0.803, 0.012, 2.379], [-1.108, 0.411, 1.099], [-0.220, 0.980, 0.122], [1.071, 1.191, 0.682], [2.190, 1.343, -0.045], [1.435, 1.048, 2.149], [0.429, 0.476, 2.846], [-2.121, -0.471, 4.199], [-0.909, -1.524, 3.755], [-2.375, -1.579, 3.131], [-2.084, 0.442, 0.607], [-0.597, 1.143, -0.848], [2.024, 1.601, -0.917], [2.528, 1.213, 2.346], [0.716, 0.247, 3.881], [0.763, -0.897, -3.039], [-0.335, -0.562, -4.152], [1.792, -0.902, -3.558], [0.622, -0.456, -2.056], [0.376, -1.854, -2.719], [-1.300, -0.301, -3.622], [-0.129, 0.463, -4.561], [-0.398, -1.207, -4.975]],
  "forces_ev_per_a": [[-2.66, -2.54, 2.73], [0.03, 1.52, -1.22], [-0.87, 1.00, -2.41], [1.89, -0.52, 4.94], [0.27, -0.64, 1.34], [1.14, 0.22, 1.24], [-0.91, 0.34, -5.22], [1.50, -0.86, 2.56], [0.84, 1.35, -0.43], [1.05, -0.26, 0.41], [0.47, 0.85, -1.97], [-0.35, -1.08, 0.96], [0.19, 0.33, -1.02], [-0.54, 0.50, -2.13], [-1.58, -0.12, 0.35], [-0.50, -0.09, -0.14], [-0.89, -0.94, -2.30], [0.32, 4.15, 2.88], [-1.50, -0.13, 1.56], [0.54, 1.32, -0.42], [0.97, -1.21, -0.25], [0.63, -1.13, -0.74], [0.18, -0.81, -0.03], [-0.21, -1.26, -0.71]],
  "smiles": "Cc1ccc(O)cc1.CC",
  "gap_ha": 0.328,
  "molar_mass_g_mol": 138.210,
  "multiplicity": 1,
  "total_energy_ev": -11604.720
}

***

What energy relative to the best compared isomer or geometry (same formula, charge and spin) values result from the calculations? In sequence: 2.1, 0.0, 50.6, 67.3 kcal/mol.